Computed, not measured: C25H22NO5Zr as an isolated structure at a distorted geometry, with the ωB97M-V functional and the def2-TZVPD basis.

Last column: Mulliken charge in e.
Geometry (Å):
C  1.54  1.53  -1.61  -0.5332
C  1.67  0.24  -2.24  -0.6874
C  0.38  -0.37  -2.29  -0.3397
H  2.59  -0.16  -2.67  0.4787
C  -0.56  0.55  -1.72  -0.1389
C  0.16  1.72  -1.30  -0.7524
H  -0.28  2.65  -0.94  0.5275
H  2.32  2.28  -1.51  0.5181
H  0.13  -1.31  -2.78  0.4661
H  -1.64  0.42  -1.69  0.6067
C  -0.30  -0.99  1.96  -0.7057
C  0.76  -0.18  2.50  -0.3073
C  0.56  1.17  2.06  -0.5580
H  1.53  -0.52  3.19  0.4910
C  -0.66  1.21  1.32  -0.4500
C  -1.19  -0.13  1.24  -0.5269
H  -2.14  -0.42  0.80  0.5971
H  -0.44  -2.06  2.16  0.5085
H  1.18  2.03  2.33  0.4610
H  -1.18  2.11  1.00  0.6061
Zr  0.96  -0.13  0.07  1.4745
O  -3.19  -0.95  -1.50  -0.3835
C  -3.03  -2.19  -2.17  -0.3706
C  -4.10  -1.27  -2.72  -0.2311
H  -2.11  -2.28  -2.74  0.1526
H  -3.40  -3.06  -1.62  0.2728
H  -3.85  -0.72  -3.64  0.3831
H  -6.22  -0.71  -4.32  0.3162
C  -6.52  -1.22  -3.41  -0.4643
C  -5.51  -1.53  -2.46  0.8471
C  -5.90  -2.17  -1.26  -0.3070
H  -5.15  -2.39  -0.50  0.2121
C  -7.24  -2.51  -1.04  -0.6427
H  -7.52  -3.00  -0.10  0.3569
C  -8.22  -2.23  -2.00  -0.3938
H  -9.26  -2.51  -1.83  0.3688
C  -7.85  -1.58  -3.19  -0.5494
H  -8.61  -1.35  -3.95  0.3668
O  4.58  0.12  -0.80  -0.5552
C  4.12  0.21  0.33  0.3477
O  2.85  -0.05  0.65  -0.6008
C  5.00  0.70  1.45  0.2557
C  4.79  0.43  2.82  -0.3114
C  5.54  1.08  3.79  -0.4326
C  6.55  1.99  3.41  0.0058
C  6.80  2.24  2.05  -0.4746
C  6.04  1.57  1.09  -0.5279
N  7.36  2.63  4.39  0.9143
O  7.16  2.40  5.61  -0.5635
O  8.26  3.41  4.00  -0.5596
H  4.04  -0.30  3.12  0.4213
H  5.38  0.91  4.86  0.4749
H  7.58  2.94  1.78  0.4709
H  6.26  1.75  0.04  0.4653

Properties
- Total energy: -1443.54761 Eh
- HOMO level: -11.34 eV
- Energy relative to the best compared isomer or geometry (same formula, charge and spin): 5.67 kcal per mole
- HOMO-LUMO gap: 6.40 eV
- Charge: +1

Computed, not measured: C3H3NO3 in the gas phase at a distorted geometry, with the ωB97M-V functional and the def2-TZVPD basis.

Last column: Mulliken charge in e.
Geometry (Å):
C  1.05  0.11  -0.31  0.2655
C  -0.12  1.03  -0.30  -0.2158
C  -0.81  -1.01  0.37  0.3047
N  0.60  -1.21  0.05  -0.2510
O  2.18  0.35  -0.54  -0.3341
O  -1.26  0.30  -0.17  -0.3352
O  0.11  -1.05  1.38  -0.3236
H  0.12  1.71  0.47  0.2387
H  -0.33  1.60  -1.19  0.3062
H  -1.54  -1.83  0.23  0.3447

Properties
- Total energy: -396.32009 Eh
- HOMO level (alpha / beta): -6.25 / -10.56 eV
- Energy relative to the best compared isomer or geometry (same formula, charge and spin): 43.86 kcal per mole
- Spin multiplicity: 3
- HOMO-LUMO gap (alpha / beta): 7.12 / 7.21 eV
- <S²>: 2.01

Computed, not measured: C23H23I2MnN6OS as an isolated structure, with the ωB97M-V functional and the def2-TZVPD basis.

Last column: Mulliken charge in e.
Geometry (Å):
Mn  -0.77  -0.18  -0.54  0.8198
I  -3.67  6.64  -0.71  0.0913
C  -3.34  4.58  -0.59  -0.3437
C  -3.75  3.89  0.54  -0.4759
C  -3.51  2.53  0.61  -0.0445
I  -4.08  1.45  2.32  0.0245
C  -2.86  1.81  -0.40  0.3480
O  -2.58  0.52  -0.31  -1.0870
C  -2.50  2.54  -1.55  0.6950
C  -1.90  1.79  -2.70  -0.9777
N  -0.56  1.22  -2.40  -0.0224
C  -0.03  0.42  -3.51  -1.1052
C  0.38  -0.98  -3.11  1.1296
C  1.43  -1.64  -3.73  -0.8540
C  1.72  -2.94  -3.37  -0.3067
C  0.95  -3.56  -2.40  -0.7144
C  -0.07  -2.83  -1.82  -0.2545
N  -0.35  -1.56  -2.16  -0.2620
C  -2.73  3.91  -1.63  -0.7803
H  -4.25  4.40  1.36  0.3708
H  -1.84  2.45  -3.57  0.4782
H  -2.54  0.95  -2.96  0.4524
H  0.07  1.99  -2.18  0.2562
H  0.80  0.92  -4.02  0.4104
H  -0.82  0.31  -4.25  0.3483
H  2.00  -1.13  -4.50  0.4199
H  2.55  -3.46  -3.83  0.4471
H  1.13  -4.58  -2.09  0.4467
H  -0.71  -3.27  -1.06  0.4754
H  -2.44  4.45  -2.52  0.3857
N  1.79  -0.17  -0.33  -0.0205
C  2.15  -1.09  0.69  0.2984
C  3.44  -1.49  0.90  -0.5173
C  3.77  -2.41  1.92  -0.7560
C  2.81  -2.90  2.75  -0.9457
C  1.46  -2.52  2.55  1.1188
C  0.40  -3.02  3.35  -0.7004
C  -0.88  -2.64  3.10  -0.9113
C  -1.13  -1.77  2.02  -0.8046
N  -0.18  -1.29  1.26  0.7699
C  1.12  -1.63  1.51  -0.0626
H  1.58  0.76  0.05  -0.1432
H  2.53  -0.07  -1.01  0.3125
H  4.23  -1.09  0.27  0.4245
H  4.81  -2.70  2.06  0.4207
H  3.05  -3.59  3.55  0.4377
H  0.63  -3.70  4.16  0.4486
H  -1.71  -3.00  3.69  0.4642
H  -2.14  -1.45  1.79  0.5703
N  1.97  2.11  2.82  -0.3823
C  0.69  1.97  2.44  0.5670
N  -0.15  1.45  3.32  -0.3097
S  0.18  2.45  0.89  -0.3186
H  2.26  1.97  3.78  0.1834
H  2.58  2.63  2.22  0.2475
H  0.12  1.24  4.27  0.2037
H  -1.13  1.35  3.07  0.0341

Properties
- Total energy: -3438.56592 Eh
- HOMO level (alpha / beta): -9.67 / -9.77 eV
- Energy relative to the best compared isomer or geometry (same formula, charge and spin): 9.19 kcal per mole
- Spin multiplicity: 6
- HOMO-LUMO gap (alpha / beta): 6.57 / 6.62 eV
- <S²>: 8.76
- Charge: +1

Computed, not measured: C12H14N2O in the gas phase at a distorted geometry, with the ωB97M-V functional and the def2-TZVPD basis.

Last column: Mulliken charge in e.
Geometry (Å):
C  2.96  1.74  0.23  -0.4204
C  1.94  2.62  0.41  -0.7347
C  2.62  -1.86  -0.14  -1.0413
C  1.48  -0.14  0.45  0.6134
C  1.31  -1.53  0.16  0.5144
C  2.74  0.36  0.14  -0.2314
C  -0.05  1.28  0.89  -0.7237
C  0.45  2.43  0.26  0.7349
C  -0.11  -2.08  0.33  -0.7965
C  -1.03  -0.97  0.97  -0.3971
C  -0.87  0.28  -1.25  -1.0491
C  -2.43  1.05  0.62  -1.0590
N  3.46  -0.72  -0.15  0.0391
N  -1.10  0.41  0.22  0.3900
O  -0.21  3.36  -0.21  -0.6980
H  4.07  2.10  0.19  0.1977
H  2.17  3.76  0.34  0.2401
H  3.07  -2.79  -0.48  0.3985
H  -0.54  -2.48  -0.58  0.3212
H  0.01  -2.98  1.04  0.3679
H  -2.09  -1.40  1.01  0.2910
H  -0.65  -0.76  1.98  0.3893
H  -1.32  1.14  -1.66  0.4330
H  0.27  0.37  -1.32  0.3774
H  -1.21  -0.61  -1.67  0.3867
H  -2.31  1.08  1.65  0.5231
H  -2.73  2.13  0.54  0.2579
H  -3.18  0.41  0.21  0.4247
H  4.46  -0.80  -0.41  0.2509

Properties
- Total energy: -650.06661 Eh
- HOMO level (alpha / beta): -4.65 / -7.49 eV
- Energy relative to the best compared isomer or geometry (same formula, charge and spin): 61.48 kcal per mole
- Spin multiplicity: 3
- HOMO-LUMO gap (alpha / beta): 5.23 / 6.02 eV
- <S²>: 2.03